48
Properties=species:S:1:pos:R:3:forces:R:3:mulliken_charge:R:1 method="wB97M-V/def2-TZVPD" relative_energy_ev=2.975 spin_multiplicity=1 smiles="CC[C@@H](C)[C@H](N)C=O.O.O.O.O.O.O.O.O.O" charge=0 gap_ev=8.954
C -0.4273 -2.0617 -1.6779 -0.144 0.493 0.711 -1.33
C 0.8128 -1.6692 -0.8289 -0.051 0.521 -2.402 0.19
C 0.5733 -0.3669 -0.0551 0.949 -0.242 2.476 0.67
C 0.5717 -0.5981 1.5053 2.704 -0.093 -0.483 -1.48
C 1.6776 0.7075 -0.2754 -0.773 -2.835 0.327 -0.16
N 1.8138 1.0505 -1.6734 -0.005 0.784 0.795 -0.39
C 3.0864 0.2245 0.2801 -1.561 3.383 -0.489 -0.22
O 3.6297 1.0820 0.9466 0.793 -1.195 0.288 -0.51
H -0.2544 -2.1872 -2.7513 0.111 -0.243 0.298 0.31
H -1.1990 -1.3039 -1.5556 0.005 0.179 -0.257 0.28
H -0.8667 -2.9150 -1.2064 -0.421 -0.910 -0.274 0.34
H 1.6276 -1.5449 -1.6028 -0.876 0.217 1.338 0.08
H 1.1343 -2.5409 -0.2470 -0.266 0.528 0.246 -0.06
H -0.4058 0.0940 -0.1620 -0.003 -0.014 -1.092 0.41
H 1.5558 -1.0540 1.8133 -0.840 -0.156 -0.368 0.34
H -0.1970 -1.2344 1.8739 -0.647 -0.283 0.153 0.19
H 0.6628 0.3254 2.0718 -0.760 0.377 -0.112 0.28
H 1.2894 1.4775 0.3872 0.764 0.788 -0.357 0.26
H 1.6419 0.2619 -2.2820 0.429 0.170 -0.098 0.24
H 2.6926 1.5303 -1.7894 0.156 -0.222 -0.739 0.29
H 3.6284 -0.6167 -0.1637 -0.088 -0.533 0.121 0.28
O 2.2053 -3.6543 1.5899 1.262 -0.096 -0.393 -0.57
H 2.5710 -3.2370 0.7949 -0.614 0.286 -0.088 0.31
H 3.0450 -4.0122 1.9186 -0.462 -0.257 0.554 0.30
O -0.5545 -3.5381 2.6181 0.559 -0.180 -0.653 -0.65
H -0.3952 -4.0094 1.7793 -0.454 0.083 0.401 0.33
H 0.3508 -3.2232 2.7665 -0.193 0.067 0.260 0.29
O -2.7203 -1.9267 1.1718 0.486 0.457 0.172 -0.62
H -2.3998 -1.0418 0.9551 -0.348 -0.013 -0.271 0.27
H -2.0713 -2.1693 1.8482 -0.149 -0.575 0.104 0.38
O -0.6642 2.4330 -1.4535 0.061 0.343 -0.190 -0.62
H -1.2634 2.5828 -2.2029 -0.176 -0.405 -0.049 0.30
H 0.2234 2.6802 -1.7388 0.096 -0.360 0.014 0.25
O -3.1207 2.2241 -2.5407 -0.949 0.320 0.481 -0.70
H -3.5192 1.6106 -1.8937 0.462 -0.251 -0.325 0.36
H -3.5987 3.0005 -2.1954 0.479 0.137 -0.462 0.32
O -4.3420 1.5794 -0.1529 -0.063 0.125 1.644 -0.61
H -4.9793 2.0434 0.4109 -0.592 0.070 -0.808 0.30
H -3.6840 1.5225 0.5613 0.625 -0.262 -0.685 0.26
O -2.3136 3.8956 0.0068 0.508 0.411 -0.582 -0.68
H -1.7961 4.7081 0.0802 -0.361 0.154 -0.056 0.26
H -1.6891 3.3567 -0.5568 -0.464 0.066 0.707 0.52
O 3.2064 -2.6552 -1.9720 0.176 -0.045 0.100 -0.59
H 4.1533 -2.7004 -2.1229 0.039 -0.493 -0.116 0.26
H 2.8256 -3.5424 -1.9089 0.478 0.139 -0.191 0.31
O -1.2354 3.0696 2.3362 0.016 -0.773 0.496 -0.56
H -1.3531 3.9322 1.9404 0.093 0.018 -0.134 0.30
H -0.3935 3.0288 2.7965 0.009 0.323 -0.010 0.28